1.
Entry from the Open Molecules 2025 dataset: a 4-piece molecular cluster, C26H26F7N4O8S overall in a non-equilibrium geometry (ωB97M-V/def2-TZVPD).

```
72
Properties=species:S:1:pos:R:3:mulliken_charge:R:1
O 4.48501 -0.32467 1.47858 -0.587
S 4.05575 0.13016 0.02866 1.161
O 4.23235 1.69975 0.05589 -0.536
C 2.21473 -0.14323 -0.30590 -0.432
C 1.82074 -0.18013 -1.90060 -0.516
C 0.30789 -0.74507 -2.21790 -0.697
C -0.19876 -1.92709 -1.17239 -0.294
C 1.13040 -2.45449 -0.36885 -0.496
N 1.62298 -1.31091 0.50001 0.132
C 5.19180 -0.48400 -1.32318 0.437
F 4.90703 0.23289 -2.62253 -0.239
F 6.58065 -0.02425 -0.94434 -0.245
C 5.28792 -2.10936 -1.48783 0.527
F 6.54149 -2.36749 -2.29193 -0.257
F 4.18655 -2.73049 -2.26725 -0.245
C 5.47547 -2.94857 -0.09279 0.585
F 4.19400 -3.22306 0.62595 -0.192
F 5.99755 -4.30844 -0.49443 -0.236
F 6.54336 -2.38809 0.81204 -0.185
H 1.67468 0.82557 0.13672 0.321
H 2.55814 -0.78185 -2.58040 0.264
H 1.85608 0.95394 -2.27177 0.425
H -0.48475 0.11357 -2.32843 0.348
H 0.36905 -1.27337 -3.28575 0.274
H -0.81490 -2.77958 -1.69284 0.389
H -0.91860 -1.42637 -0.36649 0.068
H 1.95110 -2.94682 -1.04204 0.198
H 0.75651 -3.31623 0.36797 0.417
H 0.76192 -0.94408 1.00757 0.130
H 2.26007 -1.66628 1.24561 0.496
C -4.99752 -3.50070 2.87794 -0.386
C -4.63602 -2.32641 2.21574 -0.200
C -3.33676 -1.82873 2.33248 -0.214
C -2.40200 -2.52073 3.11486 0.021
C -2.76435 -3.69567 3.78694 -0.445
C -4.06747 -4.18212 3.66489 -0.512
N -1.02760 -2.01650 3.22099 1.051
O -0.75119 -0.96371 2.62691 -0.700
O -0.22163 -2.67418 3.89472 -0.584
H -6.01021 -3.88792 2.77935 0.420
H -5.36690 -1.80018 1.60546 0.263
H -3.07072 -0.91239 1.81009 0.453
H -2.05035 -4.24006 4.40142 0.456
H -4.35767 -5.09505 4.18025 0.392
C 7.54388 3.40774 -2.43554 -0.453
C 6.32712 3.25173 -1.76974 0.215
C 5.48047 4.34780 -1.59306 -0.404
C 5.86196 5.60031 -2.09349 -0.132
C 7.08639 5.76139 -2.75552 -0.391
C 7.92601 4.65847 -2.92367 -0.487
N 4.96485 6.75098 -1.93334 0.967
O 3.89904 6.57209 -1.32528 -0.588
O 5.32237 7.83388 -2.41867 -0.579
H 8.19814 2.54899 -2.57584 0.406
H 6.03695 2.27408 -1.39084 0.092
H 4.53556 4.20973 -1.07206 0.512
H 7.39716 6.72877 -3.14456 0.452
H 8.87720 4.77263 -3.43888 0.375
C -10.73515 1.81756 0.69763 -0.391
C -10.01921 1.86944 1.89465 -0.508
C -8.90523 1.04840 2.07998 -0.262
C -8.51255 0.17846 1.05345 0.138
C -9.23403 0.11880 -0.14629 -0.216
C -10.34806 0.94269 -0.31892 -0.492
N -7.32734 -0.66875 1.23229 1.027
O -6.72695 -0.60083 2.31517 -0.602
O -6.99259 -1.39998 0.28927 -0.623
H -11.59973 2.46373 0.55558 0.373
H -10.32797 2.55280 2.68283 0.364
H -8.35786 1.10076 3.01860 0.396
H -8.94331 -0.55527 -0.94932 0.411
H -10.91292 0.90595 -1.24781 0.368
```

The net charge is +1. The value obtained for the gap between HOMO and LUMO is 7.136 eV. The lowest unoccupied orbital energy is -4.4 eV. The calculation puts the HOMO energy at -11.5 eV.

2.
Entry from the Open Molecules 2025 dataset: C26H26N3O6S3SeSiTa as an isolated structure (ωB97M-V/def2-TZVPD).

```
67
Properties=species:S:1:pos:R:3:nbo_charge:R:1
Ta 0.55931 -0.57378 0.03289 1.247
C -0.34177 2.71031 0.74404 -0.519
C 0.91574 3.03650 -0.03728 -0.550
S 1.38262 1.65914 -1.13058 0.345
C 3.18003 1.55919 -0.92278 -0.526
C 3.62552 1.27450 0.50088 -0.536
S 2.76783 -0.15892 1.24234 0.370
C 2.26521 0.49766 2.88622 -0.558
C 1.17881 1.55527 2.90826 -0.531
S -0.18676 1.16298 1.70672 0.368
H -1.19908 2.52860 0.09273 0.280
H -0.60788 3.50756 1.43896 0.269
H 1.75553 3.26296 0.61689 0.233
H 0.72916 3.91717 -0.65143 0.278
H 3.62096 2.48851 -1.28524 0.267
H 3.47808 0.76115 -1.60306 0.270
H 3.46990 2.12812 1.15904 0.226
H 4.69236 1.05358 0.50618 0.276
H 3.16133 0.87706 3.37778 0.271
H 1.95014 -0.39862 3.42083 0.261
H 1.55063 2.54522 2.64637 0.240
H 0.71810 1.61390 3.89344 0.270
O 0.60079 -1.22275 -2.04589 -0.673
C -0.57542 -0.78690 -2.23365 0.793
O -1.16431 -0.31383 -1.19191 -0.728
C -1.23128 -0.77327 -3.54202 -0.232
C -2.48780 -0.18627 -3.64587 -0.059
C -3.10696 -0.16723 -4.87531 0.007
C -2.52800 -0.71659 -6.00493 -0.112
C -1.27648 -1.28898 -5.86095 0.007
C -0.60869 -1.33212 -4.65493 -0.048
N -0.62014 -1.87489 -7.05560 0.529
O -1.24187 -1.83989 -8.08958 -0.325
O 0.47834 -2.35526 -6.88704 -0.348
N -4.43776 0.47252 -4.97958 0.533
O -4.97434 0.46039 -6.05756 -0.308
O -4.87459 0.98922 -3.96721 -0.390
H -2.97305 0.25410 -2.78839 0.252
H -3.02699 -0.69720 -6.96385 0.302
H 0.36854 -1.78957 -4.59201 0.272
C -4.73995 3.47685 -0.24056 -0.148
C -4.44401 3.95233 1.03009 -0.202
C -3.74766 3.15138 1.92160 -0.167
C -3.34759 1.85978 1.54980 -0.625
C -3.65773 1.39223 0.26352 -0.133
C -4.34855 2.19882 -0.62558 -0.217
Si -2.38107 0.89108 2.75887 1.471
C -2.39878 -0.91736 2.97489 -0.530
C -1.80419 -1.41182 4.14645 -0.192
C -1.76893 -2.77329 4.39273 -0.205
C -2.32931 -3.65354 3.47569 -0.148
C -2.92452 -3.17769 2.31442 -0.190
C -2.96044 -1.81677 2.06210 -0.195
H -5.28942 4.09926 -0.93422 0.244
H -4.76481 4.94079 1.32933 0.243
H -3.53470 3.52644 2.91647 0.226
H -3.35055 0.40284 -0.05158 0.213
H -4.59645 1.83228 -1.61399 0.247
H -2.05279 1.61896 3.99578 -0.147
H -1.39769 -0.72842 4.88473 0.217
H -1.32204 -3.14893 5.30311 0.241
H -2.31198 -4.71708 3.67362 0.241
H -3.37398 -3.86921 1.61464 0.238
H -3.44817 -1.46153 1.16280 0.220
Se 1.41939 -4.30775 2.91617 0.255
C 0.87387 -3.01648 1.96552 0.172
N 0.48624 -2.09702 1.28538 -0.852
```

The net charge is +2. The value obtained for the gap between HOMO and LUMO (spin up / spin down) is 6.245 / 6.192 eV. The lowest unoccupied orbital energy (spin up / spin down) is -6.6 / -6.6 eV. The calculation puts the HOMO energy (spin up / spin down) at -12.9 / -12.8 eV. The relative energy (zero: lowest compared OMol25 entry of this formula, charge and spin) comes out at 41.75 kJ/mol.

3.
Entry from the Open Molecules 2025 dataset: C26H26N3PtSe as an isolated structure (ωB97M-V/def2-TZVPD).

```
57
Properties=species:S:1:pos:R:3:nbo_charge:R:1
Pt -1.02406 -0.70544 0.52798 0.713
C -3.55007 0.35944 2.66671 -0.669
C -2.87141 -0.91792 3.04179 0.297
C -3.23120 -1.54610 4.23840 -0.218
C -2.70338 -2.76818 4.57172 -0.125
C -1.85702 -3.39316 3.66212 -0.210
C -1.52621 -2.74151 2.49710 0.139
N -1.97658 -1.47354 2.22404 -0.448
C -0.66017 -3.37993 1.47612 0.264
C -0.07872 -4.63844 1.52418 -0.216
C 0.77661 -5.00878 0.49626 -0.140
C 1.08213 -4.12754 -0.53223 -0.197
C 0.46799 -2.88513 -0.53677 0.186
N -0.42163 -2.60292 0.41865 -0.456
C 0.66189 -1.78266 -1.50952 0.164
C 1.57935 -1.84984 -2.53381 -0.218
C 1.63185 -0.80841 -3.45254 -0.118
C 0.68924 0.19073 -3.37528 -0.222
C -0.23874 0.20674 -2.33381 0.312
C -1.41254 1.12715 -2.36730 -0.675
N -0.15718 -0.69894 -1.35363 -0.450
H -4.62200 0.23727 2.82639 0.243
H -3.38112 0.62244 1.62717 0.251
H -3.21105 1.18125 3.29871 0.258
H -3.93885 -1.04763 4.88614 0.241
H -2.96318 -3.24954 5.50422 0.241
H -1.46464 -4.37891 3.86171 0.232
H -0.27321 -5.31422 2.34334 0.237
H 1.23085 -5.98993 0.51000 0.243
H 1.78198 -4.40634 -1.30597 0.239
H 2.24216 -2.69853 -2.61680 0.233
H 2.36846 -0.81116 -4.24420 0.240
H 0.64277 0.97192 -4.12045 0.243
H -1.27742 1.88825 -3.13225 0.235
H -1.60271 1.59473 -1.40768 0.267
H -2.29361 0.53010 -2.61633 0.243
C 3.61471 3.85420 -2.46251 -0.631
C 2.52463 3.32417 -1.57550 -0.010
C 2.74845 2.26015 -0.71174 -0.184
C 1.74890 1.75238 0.11160 -0.082
C 2.11619 0.67222 1.09013 -0.631
C 0.46470 2.31925 0.04905 -0.125
Se -0.98497 1.64551 1.13448 -0.186
C 0.23070 3.43457 -0.77341 -0.045
C -1.07224 4.18813 -0.79008 -0.650
C 1.26360 3.90389 -1.57750 -0.228
H 4.57089 3.38279 -2.23892 0.217
H 3.73082 4.93135 -2.33792 0.229
H 3.38702 3.67266 -3.51496 0.219
H 3.73939 1.82127 -0.66085 0.200
H 3.13692 0.33032 0.91736 0.214
H 1.44860 -0.18634 1.03541 0.200
H 2.04908 1.04834 2.11331 0.236
H -1.92314 3.55952 -0.54212 0.229
H -1.23943 4.64729 -1.76491 0.218
H -1.04793 4.99144 -0.04974 0.234
H 1.07451 4.76159 -2.21534 0.211
```

The net charge is +1. The value obtained for the gap between HOMO and LUMO is 6.069 eV. The lowest unoccupied orbital energy is -3.8 eV. The calculation puts the HOMO energy at -9.9 eV. The relative energy (zero: lowest compared OMol25 entry of this formula, charge and spin) comes out at 0.00 kJ/mol.

4.
Entry from the Open Molecules 2025 dataset: C26H26N4O4PdS as an isolated structure in a non-equilibrium geometry (ωB97M-V/def2-TZVPD).

```
62
Properties=species:S:1:pos:R:3:nbo_charge:R:1
Pd -0.16228 0.34893 -1.40462 0.535
O -2.48911 4.34243 0.72323 -0.772
C -2.50678 3.90896 1.93001 0.392
C -2.99691 4.71200 2.99353 -0.331
C -3.06765 4.24661 4.28259 -0.204
C -2.61588 2.97101 4.60327 -0.341
C -2.11175 2.16537 3.60076 -0.159
C -2.05375 2.59303 2.28140 -0.198
C -1.66770 1.66509 1.22027 0.546
O -1.94489 2.03438 -0.03412 -0.697
N -1.20494 0.50043 1.52079 -0.435
N -1.03677 -0.38848 0.47738 -0.333
C -1.50353 -1.55949 0.76263 0.076
C -1.71414 -2.70810 -0.06535 -0.195
C -2.22814 -3.85760 0.54668 -0.163
C -2.55731 -4.99280 -0.15817 -0.356
C -2.36426 -5.00530 -1.54090 -0.202
C -1.88896 -3.89729 -2.18447 -0.331
C -1.54627 -2.68429 -1.49824 0.413
O -1.16770 -1.67456 -2.14731 -0.737
H -2.15753 3.05550 0.05587 0.509
H -3.33189 5.71695 2.76348 0.191
H -3.49346 4.87801 5.05789 0.178
H -2.66691 2.61868 5.62717 0.182
H -1.76939 1.16194 3.81287 0.219
H -1.89284 -1.67222 1.78764 0.153
H -2.38434 -3.84257 1.62123 0.185
H -2.94406 -5.86857 0.34982 0.182
H -2.61646 -5.89795 -2.10735 0.181
H -1.75841 -3.91182 -3.25935 0.196
C 3.06586 -0.92145 1.10352 -0.709
C 2.44002 -1.31366 -0.22659 0.502
O 2.02377 -0.43633 -1.00664 -0.545
C 2.39352 -2.71697 -0.57812 -0.083
C 1.62580 -3.09157 -1.69503 -0.175
C 1.54502 -4.40655 -2.08572 -0.198
C 2.24998 -5.38826 -1.39612 -0.214
C 3.02758 -5.02805 -0.30392 -0.245
C 3.10216 -3.71520 0.10845 -0.210
H 2.90107 0.14079 1.27258 0.249
H 4.14107 -1.12278 1.08825 0.204
H 2.62031 -1.49233 1.91607 0.218
H 1.06885 -2.31354 -2.20526 0.281
H 0.93947 -4.67774 -2.93885 0.215
H 2.18872 -6.42463 -1.70611 0.195
H 3.59606 -5.78490 0.22580 0.192
H 3.73106 -3.45572 0.94995 0.199
S 0.40333 1.35570 -3.41398 -0.407
C 0.71898 2.13423 -1.86976 0.134
N -0.04487 3.25314 -1.52134 -0.649
C 0.55147 4.55961 -1.65543 -0.211
C 1.86926 4.55037 -0.89068 -0.415
C 2.75207 3.46680 -1.49687 -0.203
N 2.04281 2.21426 -1.41894 -0.666
H -0.98372 3.19600 -1.89758 0.393
H -0.14203 5.29470 -1.23876 0.203
H 0.73572 4.82126 -2.71669 0.141
H 1.65712 4.29400 0.14674 0.216
H 2.35817 5.52600 -0.93304 0.181
H 3.69446 3.36637 -0.94160 0.174
H 3.00006 3.74241 -2.54087 0.144
H 2.57088 1.41576 -1.75207 0.401
```

The net charge is -2. The value obtained for the gap between HOMO and LUMO is 5.231 eV. The lowest unoccupied orbital energy is 4.6 eV. The calculation puts the HOMO energy at -0.7 eV. The relative energy (zero: lowest compared OMol25 entry of this formula, charge and spin) comes out at 165.30 kJ/mol.

no.,E_tot (eV)
1,-79558.03830
2,-151401.99362
3,-100444.34856
4,-55849.84236